# 1
Here is C21H24N4O3S2 as an isolated structure from the OMol25 dataset. Energies are from ωB97M-V with the def2-TZVPD basis set.

Geometry as XYZ:
```
54
Properties=species:S:1:pos:R:3:forces:R:3:lowdin_charge:R:1
C 0.60655 1.56922 6.19098 0.04 0.00 0.00 -0.054
C 1.27177 0.65972 5.20236 -0.03 0.00 0.00 -0.286
C 0.53255 -0.18105 4.38400 -0.02 0.08 0.04 -0.046
C 1.15785 -0.99804 3.45864 0.12 -0.07 0.04 -0.048
C 2.53934 -0.99476 3.32862 0.01 -0.25 0.05 -0.249
C 3.28165 -0.16285 4.15674 -0.06 -0.05 0.03 -0.033
C 2.65689 0.64921 5.08160 -0.02 -0.01 -0.02 -0.037
H 3.24845 1.29662 5.71303 0.07 0.07 0.07 0.114
H 4.35828 -0.14448 4.06696 0.13 0.01 -0.02 0.117
C 3.20621 -1.78502 2.23855 0.00 0.30 -0.12 -0.128
H 2.59322 -2.64810 1.96947 0.04 -0.06 0.02 0.113
H 4.18712 -2.13925 2.55852 0.00 -0.09 -0.01 0.115
C 3.38116 -0.88162 1.00271 0.17 -0.12 0.04 -0.165
N 2.12180 -0.29401 0.61456 0.15 -0.43 -0.27 0.068
C 1.75818 0.94189 1.03946 -0.56 0.09 -0.23 -0.469
O 2.54222 1.75809 1.47355 0.16 0.25 0.19 0.086
C 0.27348 1.20875 0.84362 0.18 0.43 0.14 -0.228
C -0.22664 2.41942 1.62666 -0.05 -0.24 0.05 -0.139
C -1.72592 2.57856 1.37971 0.18 0.14 -0.19 -0.157
C -2.01509 2.69297 -0.11787 -0.63 0.24 0.44 -0.194
N -1.44420 1.59376 -0.87374 -0.63 -0.81 -0.13 -0.218
S -2.30790 0.15967 -0.87009 0.02 0.19 -0.45 0.695
O -3.69491 0.47448 -0.69362 -0.01 0.26 -0.14 -0.279
O -1.73012 -0.84333 -0.01862 0.12 0.09 -0.27 -0.273
C -2.08800 -0.36046 -2.57429 -0.69 0.38 0.58 -0.190
C -3.09881 -0.15278 -3.47028 0.17 0.10 0.72 -0.035
C -3.00235 -0.57774 -4.81057 0.39 -0.33 -0.51 -0.049
C -1.89342 -1.23240 -5.27359 -0.53 0.18 -0.21 -0.001
C -0.83625 -1.46257 -4.37775 0.48 0.08 0.93 -0.343
N 0.32626 -2.06892 -4.62500 0.34 -0.36 -0.60 -0.236
S 1.20169 -2.07458 -3.28458 -1.10 0.48 -0.23 1.047
N 0.17424 -1.30984 -2.31562 0.33 -0.17 0.54 -0.250
C -0.92766 -1.01584 -3.00823 0.89 -0.64 -0.65 -0.330
H -1.80931 -1.57509 -6.29221 -0.03 -0.01 -0.12 0.118
H -3.83061 -0.38750 -5.47550 -0.06 0.01 -0.06 0.110
H -3.99155 0.33682 -3.11457 -0.14 0.05 -0.01 0.115
C -0.02654 1.41813 -0.64572 0.54 -0.47 0.08 -0.150
H 0.29478 0.55223 -1.22443 0.21 0.25 0.07 0.080
H 0.49164 2.30968 -1.01326 -0.03 -0.05 -0.02 0.149
H -3.08876 2.67629 -0.30585 0.07 0.26 0.03 0.111
H -1.59161 3.61912 -0.51982 -0.02 -0.08 -0.04 0.132
H -2.10782 3.46422 1.88976 -0.07 -0.02 0.03 0.116
H -2.25286 1.70301 1.76629 -0.09 0.01 0.09 0.117
H -0.02416 2.27597 2.68925 0.05 0.07 0.00 0.113
H 0.31324 3.31110 1.30142 0.05 0.04 0.04 0.125
H -0.28126 0.32405 1.16821 0.14 0.08 0.00 0.119
H 1.38456 -0.93265 0.35269 -0.08 0.11 0.00 0.131
H 3.79336 -1.45289 0.16576 0.06 0.08 0.06 0.115
H 4.04903 -0.05148 1.24267 0.00 -0.13 -0.09 0.122
H 0.55817 -1.64166 2.82935 -0.04 -0.09 -0.08 0.116
H -0.54579 -0.19381 4.46092 -0.12 0.01 0.04 0.112
H -0.47282 1.43918 6.17661 -0.07 0.03 0.04 0.072
H 0.83511 2.60886 5.95823 -0.04 0.09 0.04 0.081
H 0.96839 1.36735 7.19851 -0.04 0.04 0.09 0.080
```
Positions in Å, forces in eV/Å.

HOMO level = -0.318 hartree
ΔE to the lowest compared entry with this formula, charge and spin = 1.587 eV

=====

# 2
Here is one molecule with the formula C21H24N4O3S2 from the OMol25 dataset. Energies are from ωB97M-V with the def2-TZVPD basis set.

Geometry as XYZ:
```
54
Properties=species:S:1:pos:R:3:forces:R:3:lowdin_charge:R:1
C -2.72046 -2.09371 0.52763 -0.06 0.03 0.01 -0.047
C -4.05497 -1.52948 0.15281 0.00 0.11 -0.01 -0.217
C -5.13569 -2.32834 -0.17814 0.03 0.03 0.00 -0.048
C -6.37269 -1.78844 -0.51281 -0.13 0.00 -0.03 -0.088
C -6.57293 -0.42076 -0.53346 -0.07 0.04 -0.04 -0.100
C -5.50290 0.39102 -0.20839 0.32 -0.07 0.08 -0.466
C -4.24786 -0.14660 0.13976 -0.92 -0.14 -0.29 -0.277
N -3.28781 0.78453 0.43274 0.82 0.37 0.24 0.110
C -3.74005 1.98099 0.31741 -0.62 -0.28 -0.17 -0.611
N -3.01132 3.08262 0.65554 0.40 0.75 -0.06 0.027
N -1.63693 2.86314 0.81302 -0.22 -0.22 0.20 0.074
C -0.75536 3.45707 -0.04553 -0.40 -0.09 0.22 -0.431
O -1.10524 4.33226 -0.81078 0.01 0.09 -0.19 0.083
C 0.63292 2.93615 0.07132 0.35 -0.07 -0.07 -0.123
C 1.42186 2.93698 -1.07726 -0.10 -0.01 0.11 0.012
C 2.67924 2.35970 -1.05535 0.03 0.10 -0.08 -0.049
C 3.14462 1.80105 0.11956 0.55 -0.23 0.09 -0.256
C 2.40148 1.85571 1.28430 0.08 0.00 0.13 -0.057
C 1.13900 2.42098 1.26372 -0.02 0.03 -0.18 -0.010
H 0.55933 2.47685 2.17255 -0.04 0.00 0.10 0.119
H 2.82828 1.45588 2.19060 -0.02 -0.02 0.16 0.120
S 4.70445 0.90422 0.12383 0.09 -0.31 -0.02 0.670
O 5.51456 1.40929 -0.94314 -0.29 0.04 -0.19 -0.276
O 5.21060 0.91231 1.46380 -0.32 -0.02 0.09 -0.277
N 4.33177 -0.66487 -0.24569 0.48 0.99 0.26 -0.231
C 3.67930 -1.47367 0.75317 -0.43 0.01 0.54 -0.164
H 3.93914 -1.04381 1.72070 -0.05 -0.24 0.10 0.118
C 2.15871 -1.54707 0.55810 0.04 -0.37 -0.04 -0.363
C 1.53196 -2.47611 1.59235 0.13 0.29 -0.18 -0.056
H 0.45313 -2.51787 1.46150 -0.12 -0.04 0.02 0.067
H 1.92907 -3.48342 1.48937 0.04 -0.17 0.01 0.083
H 1.74559 -2.12538 2.59897 -0.02 -0.02 0.18 0.080
C 1.86776 -2.01663 -0.86915 -0.06 0.42 0.05 -0.164
C 2.52621 -1.07668 -1.87697 0.12 -0.25 0.05 -0.160
C 4.03194 -1.00641 -1.61405 -0.20 0.16 -0.69 -0.186
H 4.51710 -0.25556 -2.23744 0.00 -0.21 -0.15 0.113
H 4.48541 -1.98207 -1.82594 0.03 0.07 0.01 0.132
H 2.08740 -0.08077 -1.78507 -0.02 -0.03 -0.07 0.097
H 2.35518 -1.43123 -2.89438 0.00 0.06 -0.06 0.116
H 0.78933 -2.05039 -1.03779 -0.03 -0.09 0.01 0.112
H 2.26080 -3.02733 -1.00255 -0.01 -0.14 0.01 0.122
H 1.73935 -0.54252 0.68311 0.03 -0.08 -0.04 0.122
H 4.09882 -2.48565 0.69991 0.01 0.02 0.03 0.140
H 3.31024 2.33866 -1.92987 0.01 0.03 -0.16 0.121
H 1.02529 3.37924 -1.97853 -0.02 0.03 -0.07 0.126
H -1.44839 1.95918 1.22597 0.02 0.10 -0.13 0.132
H -3.18702 3.95042 0.15588 0.11 -0.21 0.09 0.138
S -5.43589 2.13869 -0.15967 0.42 -0.18 0.12 1.079
H -7.52838 0.00394 -0.79664 -0.14 -0.01 -0.04 0.105
H -7.18962 -2.44730 -0.76451 -0.08 -0.06 -0.02 0.102
H -5.01226 -3.40152 -0.17754 0.02 -0.11 -0.01 0.109
H -1.92658 -1.46683 0.12778 0.12 -0.03 0.01 0.064
H -2.61718 -2.11232 1.61280 0.10 -0.02 0.07 0.087
H -2.61034 -3.10813 0.15247 0.04 -0.07 0.00 0.077
```
Positions in Å, forces in eV/Å.

HOMO level = -0.309 hartree
ΔE to the lowest compared entry with this formula, charge and spin = 1.627 eV

=====

# 3
Here is one molecule with the formula C21H24N4O6S2 from the OMol25 dataset. Energies are from ωB97M-V with the def2-TZVPD basis set.

Geometry as XYZ:
```
57
Properties=species:S:1:pos:R:3:forces:R:3:lowdin_charge:R:1
C 5.37399 0.66521 1.05739 -0.39 -0.12 0.18 -0.055
C 4.20150 1.05479 1.94167 0.30 0.48 -0.15 -0.202
H 4.54554 1.33837 2.94296 -0.10 -0.02 -0.13 0.126
H 3.63679 1.88686 1.51038 0.11 -0.13 0.13 0.114
O 3.32393 -0.06182 2.10245 0.03 -0.28 -0.04 0.000
C 2.01381 0.13488 1.87800 -0.12 -0.03 0.22 -0.522
O 1.52546 1.18568 1.52345 0.04 0.25 -0.05 0.080
N 1.28567 -0.98042 2.13880 0.13 -0.09 0.03 -0.022
C 1.88615 -2.27764 2.34005 0.19 -0.13 -0.08 -0.107
H 1.27761 -2.82289 3.06678 0.09 0.00 -0.02 0.127
H 2.88995 -2.15665 2.74240 -0.14 -0.13 0.01 0.128
C 1.94220 -3.01617 0.99248 0.31 -0.30 0.18 -0.127
N 0.73978 -2.71861 0.23656 -0.09 0.14 0.20 -0.044
C 0.64637 -2.68238 -1.11079 0.25 -0.31 -0.08 -0.532
O -0.40958 -2.47942 -1.68165 -0.28 0.12 -0.33 0.047
C 1.91734 -2.87208 -1.91088 0.17 0.55 -0.14 -0.348
H 2.47031 -3.76346 -1.62177 0.04 -0.03 0.03 0.083
H 1.64668 -2.93214 -2.96540 -0.08 -0.12 0.18 0.087
S 3.07112 -1.46288 -1.69076 0.00 0.01 -0.24 0.939
C 1.86562 -0.09608 -1.72824 0.37 -0.68 0.01 -0.352
C 2.63350 1.18593 -1.59525 -0.24 -0.13 0.03 -0.525
O 3.82430 1.27876 -1.78345 0.23 0.05 -0.07 0.043
N 1.91077 2.29730 -1.23671 0.54 0.52 -0.13 0.114
C 0.61694 2.39480 -0.80752 -0.79 0.88 0.42 -0.617
N -0.29721 1.50123 -0.89040 0.26 -0.36 -0.40 0.101
C -1.48173 1.91719 -0.34303 0.15 1.05 0.36 -0.333
C -1.45026 3.19247 0.14648 0.05 -0.33 -0.12 -0.349
S 0.10144 3.90105 -0.05857 0.10 -0.61 -0.24 1.056
H -2.23393 3.75979 0.60282 -0.23 0.09 0.09 0.063
C -2.61646 1.00385 -0.32963 -0.32 -0.47 -0.12 -0.168
C -2.52590 -0.20000 -1.02418 0.15 0.36 0.08 -0.036
C -3.56521 -1.12239 -1.04315 -0.48 -0.13 0.14 0.021
C -4.70493 -0.79643 -0.34881 0.15 0.49 0.20 -0.198
C -4.80730 0.41000 0.34844 0.13 -0.39 -0.29 -0.195
C -3.78639 1.32251 0.37962 -0.21 -0.21 -0.01 0.066
H -3.88763 2.23886 0.93408 -0.01 0.16 0.11 0.119
O -6.03693 0.48125 0.95272 0.40 0.31 0.02 0.034
C -6.71088 -0.70664 0.59867 -1.18 -0.29 0.34 -0.162
O -5.86537 -1.50826 -0.19680 0.42 -0.12 -0.23 0.036
H -7.62381 -0.45843 0.03269 0.27 -0.02 0.07 0.139
H -6.99044 -1.25789 1.51072 0.15 0.12 -0.19 0.139
H -3.47248 -2.05006 -1.58134 0.02 -0.16 -0.08 0.123
H -1.62018 -0.42797 -1.56128 0.07 -0.03 -0.02 0.093
H 2.47642 3.12955 -1.11026 0.01 -0.26 -0.09 0.150
H 1.14951 -0.19176 -0.91381 0.00 0.04 -0.14 0.059
H 1.32412 -0.11936 -2.67572 -0.14 0.14 0.08 0.114
C -0.41044 -2.34814 1.03473 -0.23 0.12 0.05 -0.095
H -1.26379 -2.22673 0.36601 0.08 -0.05 0.19 0.107
C -0.11736 -1.02787 1.76513 -0.26 0.16 -0.04 -0.084
H -0.74596 -0.94591 2.65905 -0.05 0.01 -0.08 0.134
H -0.32454 -0.17026 1.12148 -0.01 -0.14 0.06 0.104
H -0.62704 -3.15008 1.74684 -0.04 0.02 -0.05 0.128
H 2.81790 -2.67028 0.44076 -0.13 -0.07 0.13 0.066
H 2.02756 -4.09796 1.15936 0.05 0.05 0.05 0.130
H 5.86570 -0.21725 1.45818 0.13 -0.07 0.05 0.077
H 6.08616 1.48450 1.02503 0.12 0.09 -0.01 0.081
H 5.04066 0.45413 0.04464 0.02 0.00 -0.03 0.045
```
Positions in Å, forces in eV/Å.

HOMO level = -0.280 hartree

=====

Number 1: gap between HOMO and LUMO 7.441 eV. Number 2: gap between HOMO and LUMO 8.325 eV. Number 3: gap between HOMO and LUMO 8.241 eV.